Density functional theory data (ωB97M-V/def2-TZVPD) for an isolated ion of composition CH4N3 and charge +1.

* energy above the lowest of the compared OMol25 structures with the same formula, charge and spin: 63.3 kcal/mol
* charge: +1
* LUMO: -4.64 eV
* SMILES: N=C=N[NH3+]
* frontier orbital gap: 0.390 Eh

Structure (XYZ):
```
8
CH4N3 | the Open Molecules 2025 dataset | ωB97M-V/def2-TZVPD
C 0.73 -0.73 0.13
N 1.72 -1.31 0.35
N -0.41 -0.45 -0.18
N -1.03 0.88 -0.24
H 2.51 -1.80 0.67
H -0.96 1.20 -1.14
H -0.47 1.36 0.51
H -2.08 0.86 -0.10
```